[1]
# C23H32N4O4

C23H32N4O4 in the gas phase (wB97M-V/def2-TZVPD, the Open Molecules 2025 dataset).

```
63
Properties=species:S:1:pos:R:3
C -0.16964 3.31096 -4.09997
C -1.55463 2.74997 -3.79209
C -2.60050 3.86013 -3.90173
C -1.63408 2.11722 -2.39710
C -0.89647 0.78094 -2.25126
N -1.45864 0.04291 -1.14261
C -0.87918 -1.06274 -0.64123
O 0.19915 -1.48739 -1.02754
C -1.69079 -1.68067 0.42225
N -2.83193 -1.05689 0.84983
C -3.35841 -1.83379 1.74911
N -2.62119 -2.95078 1.93276
C -1.53255 -2.87013 1.11142
C -0.64470 -4.05982 1.00993
O -1.15963 -5.15398 0.82341
N 0.67340 -3.88317 1.19539
C 1.56823 -4.99457 0.97645
C 1.26782 -2.60393 1.53654
C 0.55516 -1.93399 2.68352
C 0.18157 -0.59870 2.60635
C -0.48570 0.00746 3.65510
C -0.78826 -0.71608 4.79624
C -0.41426 -2.04619 4.88510
C 0.25722 -2.64999 3.83697
C 0.61015 0.98017 -2.02165
O 1.43951 0.72128 -2.85176
O 0.82542 1.53673 -0.83799
C 2.16526 1.91604 -0.42258
C 3.04078 0.67374 -0.27882
C 1.96449 2.60255 0.92942
C 2.77119 2.90181 -1.42216
H 0.11106 4.05569 -3.35760
H 0.57786 2.52479 -4.10774
H -0.16854 3.78868 -5.07713
H -1.79047 1.97864 -4.53339
H -2.56795 4.31512 -4.88854
H -3.60248 3.46899 -3.73979
H -2.40994 4.63495 -3.16201
H -1.25778 2.81755 -1.64854
H -2.68830 1.92765 -2.17618
H -0.99141 0.19070 -3.17465
H -2.33717 0.32464 -0.73126
H -4.26199 -1.62518 2.28576
H -2.82134 -3.73725 2.53034
H 0.96795 -5.86575 0.72021
H 2.25087 -4.77015 0.15465
H 2.14625 -5.20456 1.87919
H 2.30563 -2.79973 1.82321
H 1.27111 -1.95796 0.65219
H 0.39241 -0.04121 1.70583
H -0.77904 1.04378 3.57739
H -1.31537 -0.24581 5.61296
H -0.64487 -2.61500 5.77421
H 0.54299 -3.68997 3.90795
H 4.04319 0.96416 0.02367
H 2.62528 0.00469 0.47081
H 3.09349 0.14346 -1.22542
H 2.92298 2.92807 1.32297
H 1.50791 1.91979 1.64029
H 1.31623 3.46788 0.81646
H 2.94321 2.41816 -2.37898
H 2.10100 3.74603 -1.57001
H 3.71846 3.27002 -1.03816
```

The net charge is 0. The spin multiplicity is 1. For the orbital gap, the calculation gives 9.41 eV. For the largest force on an atom, the calculation gives 0.018 hartree/bohr. The value obtained for the LUMO energy is 0.7 eV. The SMILES is CC(C)C[C@H](NC(=O)c1nc[nH]c1C(=O)N(C)Cc1ccccc1)C(=O)OC(C)(C)C.

[2]
# C15H22FN3O6

C15H22FN3O6 in the gas phase at a distorted geometry (wB97M-V/def2-TZVPD, the Open Molecules 2025 dataset).

```
47
Properties=species:S:1:pos:R:3
C 4.61544 1.16268 5.45668
C 5.09089 0.14020 4.43077
C 3.96004 -0.72027 3.86781
C 3.33104 -1.63756 4.91606
C 2.35313 -2.63385 4.29909
O 1.21565 -1.96445 3.74564
C 1.18271 -1.82248 2.41085
O 1.97735 -2.24882 1.63434
N 0.03431 -1.09473 2.10902
C -0.41605 -0.72260 0.87615
N 0.24800 -1.01683 -0.20381
C -0.16310 -0.66131 -1.43063
O 0.42762 -0.89366 -2.45966
N -1.40217 0.05950 -1.51455
C -1.84135 0.40186 -2.85387
O -3.08981 1.02644 -2.81870
C -3.17243 1.90161 -3.94609
C -3.56538 1.16027 -5.21859
C -1.76771 2.52408 -4.04981
O -1.63711 3.68796 -3.28372
C -0.85133 1.37963 -3.56470
O -0.20363 0.77323 -4.63388
C -2.11171 0.37277 -0.42014
C -1.64169 0.00450 0.80005
F -2.32552 0.30847 1.92901
H 5.43906 1.80721 5.75487
H 4.23003 0.67468 6.34810
H 3.82945 1.78628 5.03617
H 5.84424 -0.50693 4.88528
H 5.56611 0.66781 3.60124
H 4.35288 -1.33295 3.05366
H 3.19206 -0.06834 3.44513
H 4.11266 -2.20877 5.42016
H 2.80064 -1.04660 5.66384
H 1.95712 -3.30889 5.06204
H 2.83863 -3.21171 3.50680
H -0.53435 -0.82996 2.90490
H -1.87334 -0.53746 -3.43241
H -3.92778 2.64983 -3.68800
H -2.74771 0.52802 -5.55427
H -3.79647 1.87821 -5.99968
H -4.44188 0.54553 -5.03030
H -1.50908 2.79930 -5.07242
H -1.93248 3.50934 -2.38258
H -0.13064 1.77562 -2.83331
H 0.35025 0.06250 -4.26722
H -3.04210 0.90317 -0.56124
```

The net charge is 0. The spin multiplicity is 1. For the orbital gap, the calculation gives 9.22 eV. For the largest force on an atom, the calculation gives 0.027 hartree/bohr. The value obtained for the LUMO energy is 0.2 eV. The SMILES is CCCCCOC(=O)Nc1nc(=O)n([C@H]2O[C@H](C)[C@@H](O)[C@@H]2O)cc1F.

[3]
# C35H88AsF6N4O17

A molecular structure, C35H88AsF6N4O17 at a distorted geometry (wB97M-V/def2-TZVPD, the Open Molecules 2025 dataset).

```
151
Properties=species:S:1:pos:R:3
As 1.62305 -0.24842 -0.07383
F -0.05575 -0.87105 -0.48116
F 2.19532 -1.97427 0.25682
F 3.23720 0.28184 0.45525
F 1.10318 1.48761 -0.38211
F 1.05741 -0.11145 1.69911
F 2.14332 -0.39553 -1.84066
C 1.41105 -3.92766 -2.26892
C -0.05479 -4.27438 -2.39792
O -0.36943 -5.66466 -2.29696
C -1.50197 -6.18771 -2.79933
O -2.51189 -5.55900 -3.12873
O -1.45844 -7.55927 -2.80901
C -0.25799 -8.28312 -2.51639
H 1.76543 -4.19577 -1.27362
H 1.65989 -2.87716 -2.41933
H 2.04962 -4.43541 -2.99177
H -0.38754 -3.96765 -3.38953
H -0.50987 -3.68367 -1.60289
H -0.50329 -9.34516 -2.52062
H 0.03701 -7.97990 -1.51184
H 0.57989 -8.13699 -3.19808
C 0.65574 -2.37104 3.94251
C -0.13261 -2.57247 5.30426
O -1.50587 -2.32694 5.08679
C -2.36800 -3.31979 4.90635
O -2.02629 -4.44687 4.69151
O -3.64548 -2.84094 5.04948
C -4.83584 -3.58693 4.82910
H 0.35165 -3.02465 3.12493
H 1.69825 -2.66763 4.05787
H 0.60707 -1.31209 3.68883
H 0.18562 -1.97606 6.15932
H 0.01130 -3.61597 5.58445
H -4.80412 -3.81170 3.76300
H -5.74414 -2.98444 4.83938
H -4.93388 -4.47621 5.45174
C 4.70734 7.09845 0.37357
O 4.31645 5.75463 0.16926
C 5.03096 4.81611 0.99954
C 4.77367 3.43632 0.39423
N 5.47362 3.17666 -0.88787
C 5.03610 1.99846 -1.59815
C 5.94677 1.86074 -2.88954
O 5.64468 2.85419 -3.87317
C 6.16506 2.72306 -5.12389
H 5.76326 7.20065 0.12317
H 4.42504 7.47735 1.35584
H 4.09519 7.59301 -0.38061
H 4.55296 4.77831 1.97841
H 6.10911 4.90143 1.13519
H 3.69757 3.32417 0.26188
H 5.08923 2.63269 1.05960
H 5.18383 3.95774 -1.45886
H 4.00655 2.03055 -1.95465
H 5.11013 1.10482 -0.97845
H 5.69407 0.88247 -3.29849
H 7.00999 1.86853 -2.64954
H 5.80308 3.57786 -5.69519
H 5.90027 1.80445 -5.64747
H 7.25483 2.73897 -5.13946
C -2.74124 -3.00164 0.91649
O -4.09487 -3.36304 0.58855
C -4.24518 -4.75305 0.22515
C -5.58655 -5.07158 -0.47322
N -6.60857 -5.08960 0.59937
C -7.87324 -5.69885 0.30531
C -8.58889 -5.10251 -0.99206
O -9.95296 -5.47872 -0.99914
C -10.74186 -4.93158 -2.05944
H -2.75870 -2.02080 1.39161
H -2.08843 -2.81774 0.06319
H -2.31745 -3.59225 1.72870
H -4.00063 -5.37750 1.08443
H -3.53771 -5.03129 -0.55598
H -5.38776 -5.96835 -1.06007
H -5.85355 -4.33940 -1.23527
H -6.31658 -5.75828 1.29773
H -8.59093 -5.64060 1.12362
H -7.67251 -6.76464 0.19622
H -8.14273 -5.47929 -1.91243
H -8.58448 -4.01392 -0.93693
H -11.74774 -5.31677 -1.89232
H -10.37029 -5.28113 -3.02269
H -10.75107 -3.84212 -2.09229
C 1.67618 2.08370 -7.67863
O 1.05721 2.14487 -6.37142
C 1.99580 2.57978 -5.38098
C 1.34606 2.34090 -4.02101
N 0.13703 3.11781 -3.82315
C -0.50768 2.85722 -2.54337
C -1.89492 3.43051 -2.53441
O -2.78395 3.02188 -3.59712
C -3.28633 1.70948 -3.46171
H 1.88594 3.06917 -8.09449
H 0.92256 1.73811 -8.38625
H 2.53328 1.41560 -7.76308
H 2.21203 3.63785 -5.52876
H 2.96040 2.07667 -5.44817
H 2.15202 2.57143 -3.32431
H 1.25711 1.25490 -3.99304
H -0.49626 2.90067 -4.57938
H 0.01262 3.43651 -1.78060
H -0.49488 1.79311 -2.30754
H -1.81146 4.51621 -2.58330
H -2.32111 3.23245 -1.55093
H -3.76779 1.45596 -4.40618
H -4.02511 1.72117 -2.66035
H -2.51605 0.98705 -3.19182
C 1.40728 4.00532 1.97472
O 0.09351 4.69483 1.98528
C -0.66504 4.61565 0.77170
C -1.92755 5.45362 0.82339
N -2.55616 5.67264 2.14076
C -3.01753 4.41012 2.69978
C -3.46499 4.55233 4.14646
O -2.35472 4.29813 4.96243
C -2.75144 4.09917 6.34217
H 1.89054 3.97157 2.95115
H 2.05996 4.60567 1.34092
H 1.36633 3.01085 1.53036
H -0.94615 3.58307 0.56466
H -0.02250 4.90351 -0.06039
H -2.63760 5.02533 0.11594
H -1.68719 6.41405 0.36743
H -1.75066 5.74843 2.74534
H -2.27038 3.62435 2.58832
H -3.84129 4.07962 2.06710
H -4.21918 3.77663 4.27904
H -3.88666 5.52863 4.38550
H -3.08908 3.08063 6.53364
H -3.53189 4.80523 6.62586
H -1.88565 4.33964 6.95916
C 4.50090 -2.57431 2.19332
O 5.52158 -2.42166 3.17431
H 4.01744 -1.60106 2.10879
H 4.83244 -2.65564 1.15816
H 3.82912 -3.40129 2.42337
H 5.07645 -2.11024 3.96581
C 6.96448 -0.44622 0.67553
O 7.57371 -1.25791 1.68066
H 5.88138 -0.54771 0.60715
H 7.24962 0.59505 0.82569
H 7.35401 -0.71536 -0.30627
H 6.95018 -1.57267 2.33925
C 3.36393 1.22620 3.71443
O 3.94981 2.40817 4.27255
H 3.74975 0.30147 4.14352
H 2.27805 1.15785 3.77995
H 3.56472 1.25383 2.64344
H 3.78706 2.35493 5.21716
```

The net charge is -1. The spin multiplicity is 1. For the orbital gap, the calculation gives 8.59 eV. For the largest force on an atom, the calculation gives 0.059 hartree/bohr. The value obtained for the LUMO energy is 2.1 eV.

[4]
# C5H11N

A gas-phase ion, C5H11N (charge +1) at a distorted geometry (wB97M-V/def2-TZVPD, the Open Molecules 2025 dataset).

```
17
Properties=species:S:1:pos:R:3
C 0.54192 2.73190 0.87676
N -0.09503 1.32644 0.95971
C -0.88217 0.71743 -0.13200
C 0.78696 -2.81368 -0.83236
C 0.08484 -1.41147 -0.84219
C -0.85809 -0.82242 -0.10127
H 1.04750 2.95827 1.85543
H 1.31121 2.79717 0.05923
H -0.32674 3.43054 0.73678
H 0.68354 0.70074 0.88468
H -0.34550 1.01658 -1.05536
H -1.90333 0.91862 -0.11479
H 0.20203 -3.60547 -1.40834
H 1.84862 -2.79811 -1.15292
H 0.67563 -3.29332 0.10349
H 0.81322 -0.65580 -1.26844
H -1.38165 -1.16479 0.82856
```

The net charge is +1. The spin multiplicity is 2. For the orbital gap (alpha / beta), the calculation gives 11.10 / 5.68 eV. For the largest force on an atom, the calculation gives 0.077 hartree/bohr. The value obtained for the LUMO energy (alpha / beta) is -3.1 / -8.4 eV.

[5]
# C40H105BN9O20

13 unconnected molecules or ions with the total composition C40H105BN9O20 at a distorted geometry (wB97M-V/def2-TZVPD, the Open Molecules 2025 dataset).

```
175
Properties=species:S:1:pos:R:3
O 1.08047 1.30140 4.07124
C 0.51933 0.90938 3.00458
O 0.77065 1.24266 1.75429
B -0.18881 0.51338 0.84996
O -1.03598 -0.29858 1.73948
C -0.65123 -0.10645 3.01611
O -1.17950 -0.51046 4.08228
O 0.54310 -0.27233 -0.16696
C 0.05588 -0.02764 -1.41096
O 0.27953 -0.51991 -2.52603
C -0.94465 1.14599 -1.21201
O -1.08469 1.39945 0.11847
O -1.61515 1.75767 -2.09801
C -6.69426 2.20842 2.93932
C -7.46773 0.98747 3.55494
C -6.60719 -0.24699 3.89689
O -7.51089 -1.34590 4.20945
C -6.85547 -2.53988 4.44856
N -8.29818 1.38468 4.66456
H -7.25606 3.13219 2.80104
H -6.12743 1.99483 2.03313
H -5.85594 2.48091 3.58047
H -8.19356 0.66203 2.80972
H -5.87462 0.01440 4.66051
H -6.09025 -0.62299 3.01400
H -5.95322 -2.28859 5.00614
H -6.49022 -2.96853 3.51531
H -7.38060 -3.27519 5.05819
H -9.17502 1.16023 4.21635
H -8.19989 0.54413 5.21584
C -11.01282 -1.41986 -0.39542
C -10.99517 0.02196 -0.99853
C -9.78312 0.21139 -1.91528
O -9.49054 1.57743 -2.21912
C -8.23219 1.90980 -2.80682
N -12.27351 0.44182 -1.60070
H -11.20628 -2.19187 -1.14019
H -11.79971 -1.63231 0.32830
H -10.01483 -1.72613 -0.08185
H -10.89675 0.77352 -0.21521
H -9.98707 -0.40337 -2.79196
H -8.97199 -0.22774 -1.33448
H -8.05654 1.39733 -3.75267
H -7.42295 1.66601 -2.11850
H -8.11522 2.97046 -3.02912
H -12.80882 0.36121 -0.74803
H -12.22662 1.43704 -1.76633
C 3.52874 1.55693 -9.73537
C 2.09986 1.61446 -9.15835
C 1.67774 3.06568 -8.95730
O 2.57354 3.77459 -8.08224
C 2.39199 3.53388 -6.75029
N 1.32038 0.86065 -10.20305
H 3.71661 2.04376 -10.69234
H 3.80428 0.54738 -10.04033
H 4.25190 1.90295 -8.99684
H 1.96143 1.20931 -8.15595
H 0.68516 3.25398 -8.54813
H 1.69607 3.68880 -9.85144
H 3.25173 4.01908 -6.28819
H 2.29853 2.50508 -6.40250
H 1.44679 3.99769 -6.46823
H 1.71750 1.16190 -11.08148
H 0.34784 1.12041 -10.28545
C 8.71221 3.24571 -6.05990
C 8.81981 1.87173 -5.27886
C 7.55284 0.97353 -5.58248
O 7.38230 -0.11904 -4.63117
C 6.34686 -0.99620 -5.01537
N 10.01640 1.15700 -5.87526
H 8.56045 3.06277 -7.12367
H 9.58947 3.85043 -5.83010
H 7.86936 3.81766 -5.67188
H 8.93188 2.05196 -4.20972
H 7.62996 0.49705 -6.55978
H 6.66665 1.60818 -5.58250
H 6.68119 -1.96015 -4.63183
H 6.28138 -1.11589 -6.09680
H 5.39131 -0.68479 -4.59341
H 9.75626 0.18284 -5.81664
H 10.74621 1.24569 -5.18271
C -2.71052 -7.57660 -2.40991
C -2.37464 -7.14760 -3.82426
C -2.48613 -5.64772 -3.87647
O -3.83036 -5.14257 -3.64165
C -4.01571 -3.79869 -3.98237
N -0.99551 -7.50469 -4.17816
H -3.71225 -7.26509 -2.11398
H -1.94528 -7.35143 -1.66709
H -2.72102 -8.66562 -2.36449
H -3.03511 -7.57717 -4.57749
H -1.95910 -5.20341 -4.72081
H -1.93043 -5.20993 -3.04723
H -4.01102 -3.64399 -5.06132
H -3.17895 -3.21084 -3.60507
H -4.92554 -3.39975 -3.53385
H -1.01991 -8.50762 -4.06147
H -0.84825 -7.26919 -5.14922
C 3.27100 -7.52135 5.50409
C 1.98242 -7.91120 4.80367
C 1.12001 -6.74360 4.31855
O -0.10139 -7.27177 3.80068
C -0.75474 -6.18854 3.00177
N 2.33609 -8.81013 3.71610
H 3.77172 -8.36120 5.98578
H 2.85856 -6.96809 6.34784
H 3.94346 -7.04217 4.79256
H 1.35549 -8.47795 5.49203
H 1.65639 -6.15283 3.57598
H 0.98449 -6.04082 5.14064
H -0.78256 -5.25847 3.56948
H -1.78182 -6.49319 2.80078
H -0.20092 -5.96939 2.08888
H 1.52906 -9.19744 3.24833
H 2.94580 -8.37603 3.03796
C -3.19983 7.34444 0.50616
C -3.36942 8.04950 -0.82731
C -4.70924 7.65080 -1.54425
O -4.89243 8.59522 -2.59815
C -6.22118 8.65528 -3.14843
N -3.46363 9.46284 -0.45764
H -3.13305 6.27344 0.31484
H -4.04528 7.44837 1.18625
H -2.29563 7.60405 1.05672
H -2.47701 7.97672 -1.44893
H -5.52568 7.71737 -0.82515
H -4.54276 6.62627 -1.87699
H -6.97332 8.77635 -2.36886
H -6.44169 7.76713 -3.74060
H -6.31228 9.47963 -3.85572
H -3.49333 9.97514 -1.32756
H -2.64592 9.85009 -0.00877
C 3.11074 5.75903 1.36877
C 4.63478 5.59667 1.64248
C 5.43263 5.43863 0.29394
O 5.03323 4.52247 -0.66424
C 5.07650 3.15238 -0.31235
N 5.09974 6.74268 2.41070
H 2.76031 5.08587 0.58637
H 2.91776 6.82209 1.22463
H 2.48708 5.49652 2.22331
H 4.74219 4.66932 2.20513
H 6.50685 5.46575 0.47676
H 5.30646 6.33578 -0.31212
H 6.12422 2.87576 -0.43004
H 4.46687 2.64775 -1.06189
H 4.70139 2.92132 0.68465
H 4.55582 6.74469 3.26173
H 4.68168 7.57423 2.01850
C 8.92916 -5.87373 9.85471
C 8.59817 -4.57178 9.18275
C 7.59193 -3.69635 10.04036
O 7.44657 -2.37658 9.44668
C 6.53254 -2.38024 8.35995
N 9.85030 -3.86857 8.97617
H 9.32671 -5.72587 10.85880
H 9.58852 -6.36413 9.13857
H 8.04027 -6.48847 9.99633
H 8.10472 -4.71356 8.22123
H 8.05733 -3.58847 11.02008
H 6.66849 -4.14187 10.41033
H 5.65037 -3.01320 8.45615
H 6.90087 -2.52827 7.34481
H 6.07434 -1.39724 8.25102
H 9.73740 -2.96035 8.54898
H 10.25272 -3.55198 9.84676
O 0.81014 1.96459 9.42830
H 0.90598 1.78843 8.49235
H 1.12165 2.86319 9.53651
O 1.45539 -3.30617 -8.30690
H 1.05742 -3.24071 -7.43881
H 1.32246 -2.44250 -8.69759
O -2.06236 -0.76030 9.62462
H -1.30517 -0.18973 9.75627
H -1.91477 -1.16113 8.76801
```

The net charge is -1. The spin multiplicity is 1. For the orbital gap, the calculation gives 9.44 eV. For the largest force on an atom, the calculation gives 0.099 hartree/bohr. The value obtained for the LUMO energy is 1.8 eV.

Calculated total energy, respectively: -1415.69667, -1300.39326, -5719.32251, -251.45063, -3609.46044 a.u..
Relative energy (zero: lowest compared OMol25 entry of this formula, charge and spin), respectively: 84.7, 14.3, 393.5, 358.2, 375.7 kJ/mol.